1.
152
Properties=species:S:1:pos:R:3:lowdin_charge:R:1 method="wB97M-V/def2-TZVPD" e_tot_ha=-5453.78588 smiles="COP(=O)(OC)OC.COP(=O)(OC)OC.COP(=O)(OC)OC.COP(=O)(OC)OC.COC(=O)OC.COC(=O)OC.COC(=O)OC.COC(=O)OC.COC(=O)OC.COC(=O)OC.COC(=O)OC" de_lowest_kj_mol=188.3 gap_ev=10.67
C 0.298 -1.670 -3.295 -0.09
O 0.284 -1.088 -4.602 -0.23
P 1.038 -1.811 -5.840 0.43
O 0.734 -1.314 -7.175 -0.21
O 2.590 -1.595 -5.359 -0.23
C 3.270 -0.360 -5.541 -0.11
O 0.867 -3.372 -5.570 -0.22
C 1.246 -4.254 -6.643 -0.08
H -0.140 -0.919 -2.645 0.07
H 1.318 -1.938 -3.016 0.07
H -0.326 -2.565 -3.286 0.10
H 2.710 0.473 -5.986 0.09
H 4.048 -0.591 -6.267 0.09
H 3.593 0.116 -4.614 0.08
H 1.454 -3.738 -7.579 0.09
H 0.480 -5.025 -6.645 0.09
H 2.224 -4.654 -6.353 0.08
C 3.325 -6.671 -3.669 -0.13
O 4.315 -6.300 -2.716 -0.19
P 3.695 -5.719 -1.316 0.42
O 4.783 -5.212 -0.474 -0.23
O 2.837 -6.897 -0.621 -0.22
C 3.399 -8.183 -0.440 -0.10
O 2.631 -4.594 -1.713 -0.21
C 1.849 -3.970 -0.690 -0.10
H 3.560 -6.316 -4.670 0.08
H 2.329 -6.240 -3.496 0.08
H 3.015 -7.719 -3.699 0.09
H 3.195 -8.811 -1.314 0.08
H 2.930 -8.762 0.356 0.09
H 4.473 -8.071 -0.283 0.09
H 2.273 -3.891 0.308 0.10
H 0.859 -4.429 -0.624 0.10
H 1.561 -3.000 -1.085 0.04
C 3.337 -0.004 2.904 -0.07
O 3.436 0.679 4.157 -0.21
P 2.205 1.495 4.758 0.40
O 2.286 1.857 6.155 -0.20
O 0.968 0.528 4.371 -0.23
C -0.111 0.329 5.246 -0.11
O 2.029 2.659 3.653 -0.23
C 2.640 3.927 3.801 -0.09
H 2.435 0.355 2.408 0.07
H 3.220 -1.073 3.096 0.08
H 4.268 0.192 2.384 0.09
H -1.073 0.088 4.796 0.09
H -0.366 1.182 5.890 0.09
H 0.223 -0.392 6.001 0.09
H 1.942 4.731 4.033 0.08
H 3.097 4.157 2.833 0.08
H 3.451 3.793 4.523 0.09
C -2.756 1.595 0.549 -0.08
O -1.898 0.705 -0.182 -0.22
P -0.645 0.107 0.608 0.42
O 0.199 -0.826 -0.154 -0.22
O 0.199 1.322 1.207 -0.21
C 0.597 2.380 0.358 -0.08
O -1.308 -0.522 1.928 -0.21
C -1.298 -1.915 2.149 -0.09
H -2.403 1.768 1.569 0.09
H -3.752 1.162 0.610 0.07
H -2.755 2.596 0.116 0.10
H 1.643 2.283 0.071 0.09
H 0.229 3.360 0.656 0.09
H 0.114 2.304 -0.629 0.07
H -2.101 -2.405 2.693 0.08
H -0.346 -2.227 2.590 0.08
H -1.296 -2.396 1.163 0.08
C 0.389 10.264 4.054 -0.09
O -0.218 9.050 4.390 0.02
C -0.190 8.149 3.391 -0.62
O 0.047 8.425 2.251 0.13
O -0.583 6.982 3.846 0.03
C -0.707 5.893 2.956 -0.05
H 1.406 10.111 3.673 0.10
H 0.566 11.058 4.780 0.09
H -0.085 10.802 3.227 0.10
H -1.729 5.686 2.628 0.10
H -0.454 4.994 3.515 0.09
H -0.126 5.993 2.041 0.09
C -8.861 3.124 -0.365 -0.02
O -8.266 2.067 -1.141 0.01
C -7.222 1.456 -0.628 -0.61
O -6.775 1.604 0.485 0.11
O -6.710 0.693 -1.607 0.01
C -5.935 -0.439 -1.239 -0.04
H -8.809 2.893 0.696 0.09
H -9.841 3.294 -0.792 0.09
H -8.266 4.033 -0.470 0.10
H -5.252 -0.547 -2.078 0.08
H -6.565 -1.328 -1.150 0.10
H -5.395 -0.478 -0.291 0.08
C 5.101 3.312 -0.028 -0.03
O 4.559 2.055 0.356 0.00
C 4.381 1.171 -0.619 -0.63
O 4.698 1.332 -1.775 0.12
O 3.827 0.091 -0.118 -0.01
C 3.412 -0.975 -0.973 -0.01
H 6.184 3.270 -0.139 0.10
H 4.903 4.035 0.760 0.09
H 4.651 3.670 -0.953 0.10
H 4.315 -1.576 -1.136 0.11
H 3.235 -0.606 -1.983 0.09
H 2.693 -1.570 -0.439 0.05
C 3.469 5.748 -5.151 -0.04
O 2.882 5.023 -4.087 0.01
C 2.195 3.937 -4.356 -0.63
O 1.754 3.623 -5.453 0.11
O 2.026 3.228 -3.276 0.01
C 1.342 1.974 -3.202 -0.01
H 4.220 6.431 -4.769 0.09
H 2.727 6.242 -5.778 0.10
H 3.989 5.042 -5.804 0.10
H 0.298 2.281 -3.289 0.10
H 1.671 1.480 -2.295 0.08
H 1.443 1.251 -4.014 0.08
C 1.891 -3.229 4.923 -0.04
O 1.997 -2.976 6.306 0.00
C 1.005 -3.339 7.101 -0.64
O 0.067 -4.012 6.784 0.13
O 1.324 -2.883 8.314 0.00
C 0.392 -3.237 9.353 -0.03
H 0.979 -2.747 4.564 0.08
H 1.699 -4.304 4.813 0.10
H 2.800 -3.020 4.370 0.09
H 0.696 -2.781 10.288 0.09
H 0.316 -4.316 9.482 0.10
H -0.582 -2.887 9.013 0.09
C -4.159 -4.921 2.906 -0.03
O -4.174 -3.593 3.413 -0.02
C -5.002 -2.698 2.908 -0.63
O -5.833 -2.971 2.083 0.13
O -4.859 -1.565 3.597 0.01
C -5.690 -0.479 3.232 -0.04
H -3.937 -4.904 1.835 0.10
H -5.090 -5.464 3.037 0.10
H -3.261 -5.360 3.334 0.10
H -5.781 0.120 4.144 0.10
H -6.687 -0.756 2.908 0.10
H -5.177 0.253 2.603 0.08
C -2.716 -0.573 -7.528 -0.06
O -2.215 0.101 -6.403 0.02
C -2.977 0.101 -5.326 -0.62
O -4.035 -0.462 -5.197 0.12
O -2.427 0.880 -4.392 0.00
C -3.270 1.254 -3.302 -0.04
H -1.991 -0.519 -8.334 0.09
H -3.694 -0.219 -7.863 0.10
H -2.910 -1.639 -7.371 0.10
H -2.749 2.126 -2.903 0.09
H -3.193 0.512 -2.509 0.08
H -4.276 1.556 -3.578 0.10

=====

2.
129
Properties=species:S:1:pos:R:3:lowdin_charge:R:1 method="wB97M-V/def2-TZVPD" e_tot_ha=-5687.26227 smiles="CCO[C@H](CCCCCCCCOC)[C@@](C[C@H](C)Br)(N[C@@H](C)F)P(C)CC.CN(C)P(=O)(N(C)C)N(C)C.CN(C)P(=O)(N(C)C)N(C)C" gap_ev=7.03
C 2.875 -3.867 -3.542 -0.10
C 2.393 -3.133 -4.858 -0.23
O 2.993 -1.834 -5.013 -0.19
C 2.353 -0.844 -4.183 -0.31
C 1.549 0.130 -5.126 -0.13
C 0.215 0.606 -4.401 -0.18
C -0.640 1.390 -5.504 -0.20
C -1.566 2.493 -4.872 -0.22
C -2.795 1.912 -4.064 -0.19
C -2.512 1.934 -2.504 -0.18
C -2.290 0.497 -1.867 -0.17
C -3.496 -0.488 -2.085 -0.23
O -3.044 -1.865 -2.110 -0.22
C -3.045 -2.358 -0.748 -0.13
C 3.375 -0.097 -3.193 -0.47
C 4.894 -0.419 -3.556 -0.23
C 5.438 0.345 -4.818 -0.64
C 5.447 -0.488 -6.163 -0.14
Br 7.377 0.749 -4.418 0.62
N 3.091 1.350 -3.128 0.01
C 3.907 2.080 -2.182 -0.36
C 4.675 3.312 -2.828 -0.02
F 3.042 2.674 -1.205 -0.06
P 2.995 -0.952 -1.507 1.03
C 1.589 0.035 -0.680 -0.25
C 4.460 -0.885 -0.340 -0.43
C 4.164 -1.768 0.961 -0.17
H 3.022 -4.971 -3.678 0.07
H 2.094 -3.718 -2.749 0.05
H 3.819 -3.407 -3.148 0.06
H 1.272 -3.100 -4.918 0.12
H 2.756 -3.742 -5.727 0.12
H 1.567 -1.404 -3.593 0.11
H 1.189 -0.491 -5.997 0.13
H 2.134 0.983 -5.549 0.11
H 0.420 1.240 -3.505 0.09
H -0.422 -0.281 -4.122 0.11
H 0.110 1.845 -6.208 0.10
H -1.283 0.697 -6.104 0.11
H -0.980 3.218 -4.244 0.11
H -1.997 3.111 -5.715 0.10
H -3.712 2.541 -4.238 0.11
H -2.989 0.879 -4.466 0.10
H -3.340 2.474 -1.964 0.10
H -1.573 2.524 -2.328 0.10
H -2.176 0.623 -0.752 0.10
H -1.334 0.032 -2.235 0.09
H -4.259 -0.333 -1.275 0.12
H -4.023 -0.334 -3.064 0.11
H -2.101 -2.955 -0.620 0.09
H -3.959 -2.974 -0.541 0.09
H -3.021 -1.541 0.014 0.07
H 5.073 -1.522 -3.695 0.12
H 5.577 -0.138 -2.706 0.05
H 4.982 1.340 -5.019 0.07
H 4.629 -0.083 -6.825 0.08
H 5.337 -1.579 -5.981 0.08
H 6.406 -0.245 -6.696 0.05
H 3.221 1.828 -4.018 0.08
H 4.684 1.489 -1.651 0.12
H 5.768 3.054 -2.937 0.06
H 4.626 4.220 -2.183 0.08
H 4.295 3.580 -3.845 0.08
H 1.922 0.572 0.241 0.03
H 1.066 0.699 -1.419 0.03
H 0.835 -0.748 -0.385 0.03
H 5.435 -1.188 -0.804 0.07
H 4.576 0.168 0.060 0.07
H 3.457 -2.609 0.759 0.05
H 3.657 -1.092 1.709 0.06
H 5.117 -2.091 1.450 0.07
C -2.915 5.747 2.381 -0.14
N -2.641 4.456 1.760 -0.30
C -3.922 3.885 1.337 -0.15
P -1.500 3.260 2.324 0.78
O -1.155 2.710 0.935 -0.31
N 0.078 4.001 2.522 -0.33
C 0.296 5.438 2.583 -0.16
C 1.152 3.458 1.677 -0.15
N -1.901 3.641 4.020 -0.27
C -0.820 3.594 5.031 -0.13
C -2.862 2.609 4.509 -0.14
H -3.411 5.659 3.356 0.08
H -3.588 6.326 1.741 0.08
H -2.039 6.374 2.479 0.05
H -4.541 3.586 2.191 0.06
H -3.761 3.004 0.709 0.06
H -4.506 4.596 0.747 0.08
H 0.089 5.929 1.624 0.09
H 1.334 5.648 2.859 0.08
H -0.288 5.917 3.369 0.06
H 1.089 3.840 0.651 0.08
H 1.124 2.370 1.645 0.05
H 2.135 3.731 2.074 0.08
H -0.265 2.653 4.990 0.09
H -1.243 3.701 6.036 0.08
H -0.112 4.412 4.949 0.06
H -2.409 1.613 4.522 0.07
H -3.749 2.554 3.874 0.06
H -3.215 2.846 5.515 0.08
C -2.488 -6.193 4.722 -0.14
N -2.460 -5.254 3.606 -0.30
C -1.690 -5.873 2.524 -0.15
P -2.239 -3.526 3.715 0.78
O -3.091 -3.183 2.486 -0.31
N -3.410 -2.845 4.830 -0.33
C -4.169 -3.633 5.789 -0.16
C -4.354 -1.877 4.257 -0.15
N -1.077 -3.734 5.052 -0.27
C -1.057 -2.727 6.137 -0.13
C 0.301 -3.639 4.484 -0.14
H -1.517 -6.297 5.221 0.08
H -2.759 -7.188 4.357 0.08
H -3.247 -5.965 5.458 0.05
H -0.624 -5.949 2.769 0.06
H -1.786 -5.293 1.602 0.07
H -2.043 -6.884 2.303 0.08
H -4.891 -4.297 5.299 0.09
H -4.716 -2.972 6.469 0.08
H -3.529 -4.218 6.450 0.06
H -5.157 -2.379 3.703 0.08
H -3.854 -1.179 3.587 0.06
H -4.819 -1.274 5.043 0.08
H -0.986 -1.709 5.747 0.08
H -0.202 -2.905 6.797 0.08
H -1.919 -2.782 6.795 0.06
H 0.495 -2.647 4.066 0.08
H 0.455 -4.365 3.682 0.06
H 1.055 -3.853 5.244 0.08